(1)
Formula: C25H18AlCl5F6N3O3
Source: the OMol25 dataset
Level of theory: the ωB97M-V functional and the def2-TZVPD basis

Lowest unoccupied orbital energy: -3.6 eV
F_max: 2.181 eV Å⁻¹
Net charge: +1
HOMO-LUMO gap: 4.61 eV
Highest occupied orbital energy: -0.301 Eh

Last column: Löwdin charge in e.
Element x y z (Å)
Al (-0.69093, 0.18734, -0.39852)  0.2624
Cl (2.82219, -0.45204, -0.94661)  0.6745
C (2.26833, 0.78461, 0.16030)  -0.6755
C (0.91484, 0.91039, 0.48637)  -0.1284
C (0.56247, 1.79360, 1.53721)  -0.5207
Cl (-2.78479, 1.96293, 0.71019)  1.1489
C (1.56671, 2.61686, 2.13830)  -0.6259
Cl (1.08142, 3.70787, 3.38006)  0.6861
C (2.88059, 2.50941, 1.73850)  -0.7014
Cl (4.09275, 3.47886, 2.47258)  0.6810
C (3.24758, 1.55235, 0.75012)  -0.7285
Cl (4.91617, 1.36325, 0.35207)  0.6408
F (-0.53736, -5.65513, 2.21776)  0.0800
C (-1.51712, -4.74842, 2.41910)  -0.1929
C (-1.43945, -3.52613, 1.84510)  0.1071
C (-2.41390, -2.54703, 2.12316)  -0.0514
C (-2.32586, -1.22800, 1.54725)  -0.3060
O (-1.39369, -1.04921, 0.68797)  0.0114
C (-3.26605, -0.23986, 1.88228)  -0.0520
C (-4.32212, -0.67737, 2.66023)  -0.0315
N (-4.39300, -1.90379, 3.28710)  0.0044
C (-5.35500, -2.17786, 4.33202)  -0.2643
C (-6.58536, -1.35453, 4.50697)  -0.0787
C (-6.70222, -2.77362, 4.02322)  -0.0842
C (-3.45843, -2.85520, 2.99350)  -0.1265
C (-3.55235, -4.16384, 3.52993)  0.0625
C (-2.59173, -5.11357, 3.26187)  -0.1495
N (-2.62813, -6.39930, 3.81514)  -0.0953
C (-2.28099, -7.57543, 3.02970)  -0.1152
C (-3.40751, -8.61204, 3.13753)  -0.0719
N (-4.70101, -7.85978, 3.29073)  0.0680
C (-4.79116, -7.20360, 4.64882)  -0.0686
C (-3.38550, -6.68708, 5.00527)  -0.1250
C (-3.65948, 2.77826, -0.33059)  -0.5484
O (-4.54736, 3.13774, -0.93829)  0.2323
O (-0.63979, 1.77065, 1.93677)  -0.2358
H (-0.60377, -3.27842, 1.20402)  0.1504
H (-5.15068, -0.03439, 2.90630)  0.1011
H (-4.86761, -2.51351, 5.23891)  0.1529
H (-6.81781, -0.57654, 3.79720)  0.0986
H (-6.87366, -1.12650, 5.52245)  0.1142
H (-6.94563, -2.90890, 2.97784)  0.1119
H (-7.10592, -3.51850, 4.69647)  0.0973
H (-4.39243, -4.41258, 4.16071)  0.0922
H (-1.34415, -8.03471, 3.35403)  0.1411
H (-2.15655, -7.28752, 1.98822)  0.1325
H (-3.32032, -9.25237, 4.01335)  0.1375
H (-3.47046, -9.23772, 2.25042)  0.1402
H (-5.50165, -8.47272, 3.14063)  0.1859
H (-4.73843, -7.13244, 2.57259)  0.1848
H (-5.15135, -7.95381, 5.35054)  0.1378
H (-5.53028, -6.40929, 4.56529)  0.1231
H (-2.85298, -7.44135, 5.58923)  0.1372
H (-3.46319, -5.80217, 5.63238)  0.1387
F (-0.28368, 1.23876, -2.25224)  -0.0008
C (-0.30667, 0.01994, -3.00808)  -0.0047
F (-0.04250, -0.90194, -1.82439)  -0.0303
C (-1.77540, -0.22280, -3.06014)  -0.4884
F (-2.48782, 0.63564, -3.72004)  0.2287
F (-2.15993, -1.44024, -3.28367)  0.2289
F (-2.24749, 0.00359, -1.55512)  0.0075

(2)
Formula: C25H18AsNO6Ru
Source: the OMol25 dataset
Level of theory: the ωB97M-V functional and the def2-TZVPD basis

Lowest unoccupied orbital energy (spin up / spin down): -7.4 / -9.1 eV
Expectation value of S²: 6.019
F_max: 0.692 eV Å⁻¹
Net charge: +2
HOMO-LUMO gap (spin up / spin down): 7.65 / 6.02 eV
Highest occupied orbital energy (spin up / spin down): -0.555 / -0.555 Eh
Multiplicity: 5

Last column: Löwdin charge in e.
Element x y z (Å)
Ru (0.42375, -0.39688, -0.68069)  1.7029
O (1.66837, -3.06651, 4.55506)  0.1716
C (1.46287, -2.47290, 3.40021)  -0.2298
C (2.45838, -2.33227, 2.40959)  0.1303
C (2.11506, -1.69199, 1.24990)  -0.1329
N (0.87875, -1.22585, 1.07020)  -0.0193
C (-0.08290, -1.33995, 1.99094)  -0.1255
C (0.16377, -1.96303, 3.18016)  0.1433
C (-1.37453, -0.70534, 1.52535)  -0.4481
O (-2.38068, -0.64130, 2.13703)  0.2273
O (-1.22434, -0.20689, 0.25065)  -0.1757
C (2.99197, -1.42311, 0.04789)  -0.4619
O (4.12834, -1.72924, -0.06301)  0.2108
O (2.28350, -0.77134, -0.92733)  -0.1905
H (2.57024, -3.39987, 4.66509)  0.1550
H (3.46472, -2.70972, 2.54161)  0.1563
H (-0.60686, -2.06227, 3.93305)  0.1632
O (-0.34675, -1.66406, -2.03104)  -0.5197
As (-0.29349, -1.22324, -3.71950)  1.3212
C (-2.02404, -1.15362, -4.46218)  -0.3318
C (-2.75449, -2.33876, -4.55557)  -0.0814
C (-4.02275, -2.29859, -5.10694)  -0.0405
C (-4.54576, -1.09277, -5.56111)  -0.0286
C (-3.80935, 0.08111, -5.47031)  -0.0440
C (-2.54040, 0.05786, -4.91505)  -0.0850
C (0.48083, 0.49311, -3.36038)  -0.3226
C (1.77073, 0.80738, -3.74754)  -0.0486
C (2.44340, 1.86425, -3.12857)  -0.0075
C (1.84749, 2.57798, -2.10324)  -0.0272
C (0.53733, 2.29034, -1.72122)  -0.0607
C (-0.16582, 1.25392, -2.35278)  -0.2158
C (0.88704, -2.35473, -4.66021)  -0.3240
C (0.57957, -2.71389, -5.97031)  -0.0742
C (1.46466, -3.52171, -6.66703)  -0.0407
C (2.63073, -3.96102, -6.05597)  -0.0294
C (2.93046, -3.59691, -4.74667)  -0.0429
C (2.05961, -2.78857, -4.03919)  -0.0852
H (-2.34378, -3.27765, -4.20299)  0.1202
H (-4.60425, -3.20661, -5.18599)  0.1228
H (-5.53781, -1.06956, -5.99158)  0.1242
H (-4.22184, 1.01183, -5.83407)  0.1218
H (-1.96135, 0.97196, -4.85232)  0.1068
H (2.27248, 0.21453, -4.50260)  0.1250
H (3.45084, 2.10766, -3.43848)  0.1336
H (2.38617, 3.37805, -1.61411)  0.1305
H (0.03656, 2.90116, -0.97965)  0.1304
H (-1.22582, 1.11646, -2.14850)  0.1210
H (-0.33549, -2.37376, -6.43956)  0.1117
H (1.24107, -3.81016, -7.68466)  0.1228
H (3.31470, -4.59526, -6.60372)  0.1238
H (3.84156, -3.94657, -4.28102)  0.1210
H (2.28904, -2.49889, -3.02005)  0.0960

(3)
Formula: C25H18AuBrN2O3SSe
Source: the OMol25 dataset
Level of theory: the ωB97M-V functional and the def2-TZVPD basis

Lowest unoccupied orbital energy: 4.2 eV
F_max: 1.698 eV Å⁻¹
Net charge: -2
HOMO-LUMO gap: 5.29 eV
Highest occupied orbital energy: -0.040 Eh

Last column: Löwdin charge in e.
Element x y z (Å)
Au (-2.19139, 0.30984, -0.44873)  0.5328
O (-2.66032, -0.51401, 1.77197)  -0.2331
N (-3.84328, -1.04435, 1.85321)  -0.2334
C (-4.04752, -2.04065, 2.73777)  -0.0427
C (-5.26359, -2.66197, 2.87837)  -0.1029
C (-6.32373, -2.24777, 2.07118)  -0.1153
C (-6.11592, -1.22243, 1.17814)  -0.1169
C (-4.86964, -0.58555, 1.05528)  -0.6745
S (-4.60624, 0.72746, 0.00369)  0.5837
H (-3.18151, -2.29631, 3.32916)  0.1272
H (-5.37487, -3.44808, 3.61170)  0.0873
H (-7.29256, -2.72509, 2.14888)  0.0903
H (-6.90568, -0.86213, 0.53501)  0.0927
Br (3.90459, 3.43644, -4.12812)  0.6190
C (2.55884, 3.36964, -2.76040)  -0.6965
C (2.72558, 4.15372, -1.63143)  -0.1536
C (1.74634, 4.10431, -0.65093)  -0.0369
C (0.62408, 3.29390, -0.79062)  -0.1198
C (0.48005, 2.53538, -1.94430)  -0.0351
C (1.45537, 2.55772, -2.93472)  -0.1264
C (-0.42111, 3.29372, 0.33916)  -0.6583
O (-0.25595, 4.16034, 1.21865)  -0.0532
O (-1.38055, 2.48116, 0.25138)  -0.1461
H (3.59705, 4.78695, -1.52480)  0.0825
H (1.83297, 4.69020, 0.25478)  0.1057
H (-0.40619, 1.92763, -2.08622)  -0.0093
H (1.34201, 1.95863, -3.82873)  0.0959
N (-0.64367, -0.99767, -0.63229)  -0.0377
C (0.57814, -0.97821, -0.30178)  -0.3567
C (1.25181, -0.20315, 0.79574)  -0.1710
C (0.55172, 0.16375, 1.94206)  -0.0234
C (1.18143, 0.86981, 2.95457)  -0.0782
C (2.52187, 1.20993, 2.85069)  -0.1097
C (3.22802, 0.85182, 1.71241)  -0.1021
C (2.59806, 0.15421, 0.69492)  -0.0559
C (1.45615, -1.94783, -1.04630)  -0.1807
C (1.24538, -2.14033, -2.40920)  -0.0250
C (1.99264, -3.07227, -3.11210)  -0.0976
C (2.95344, -3.83791, -2.46312)  -0.1284
C (3.16484, -3.65943, -1.10299)  -0.1140
C (2.42297, -2.72088, -0.40059)  -0.0553
H (-0.49198, -0.09344, 2.02766)  0.0778
H (0.61445, 1.15894, 3.83095)  0.1001
H (3.00758, 1.76596, 3.64415)  0.0875
H (4.27033, 1.13097, 1.60347)  0.0903
H (3.15014, -0.09643, -0.20278)  0.1127
H (0.48641, -1.54118, -2.90044)  0.0963
H (1.82824, -3.20462, -4.17541)  0.0920
H (3.53951, -4.56522, -3.01389)  0.0832
H (3.91392, -4.25191, -0.58840)  0.0864
H (2.58920, -2.57988, 0.66004)  0.1087
Se (-2.53740, 0.44627, -2.87671)  -0.2624

(4)
Formula: C25H18Br2Cl7DyN4O
Source: the OMol25 dataset
Level of theory: the ωB97M-V functional and the def2-TZVPD basis

Lowest unoccupied orbital energy (spin up / spin down): -5.9 / -5.9 eV
Expectation value of S²: 9.333
F_max: 0.555 eV Å⁻¹
Net charge: +2
HOMO-LUMO gap (spin up / spin down): 7.71 / 7.74 eV
Highest occupied orbital energy (spin up / spin down): -0.502 / -0.502 Eh
Multiplicity: 6

Last column: Löwdin charge in e.
Element x y z (Å)
Dy (0.03157, 0.26443, 0.45913)  1.4329
C (-1.88943, 1.73818, 4.47265)  0.0470
C (-1.64839, 0.69786, 3.42740)  -0.4589
O (-0.80115, 0.87980, 2.52460)  -0.1805
N (-2.33516, -0.43822, 3.48407)  0.1287
C (-2.14095, -1.51385, 2.51526)  -0.1089
C (-0.82924, -2.22907, 2.71274)  -0.2464
C (-0.76339, -3.29569, 3.59378)  0.0144
C (0.45046, -3.91506, 3.83702)  -0.0075
C (1.57436, -3.43817, 3.18645)  -0.0201
C (1.42811, -2.38200, 2.30585)  -0.1327
N (0.25654, -1.77851, 2.05093)  0.0041
H (-1.55840, 2.70314, 4.10085)  0.0988
H (-1.31734, 1.48570, 5.36675)  0.1085
H (-2.94139, 1.79072, 4.74676)  0.1018
H (-3.02028, -0.54660, 4.21567)  0.1677
H (-2.23668, -1.10422, 1.50730)  0.0479
H (-2.96716, -2.21296, 2.63709)  0.1453
H (-1.66381, -3.63793, 4.08350)  0.1311
H (0.51552, -4.75109, 4.51874)  0.1293
H (2.55069, -3.87246, 3.34289)  0.1236
H (2.29246, -2.00157, 1.78021)  0.0586
Br (3.94451, 5.54837, 2.95452)  0.8875
C (3.12205, 4.02511, 2.27124)  -0.6605
C (2.78533, 2.96886, 3.10985)  -0.0625
C (2.12757, 1.88960, 2.55477)  -0.1079
N (1.84737, 1.78964, 1.24983)  -0.0380
C (2.22637, 2.78939, 0.43766)  -0.2136
C (2.82599, 3.94272, 0.91669)  -0.0296
C (1.90495, 2.64129, -1.00960)  -0.2271
C (2.57009, 3.38916, -1.96614)  -0.0313
C (2.17095, 3.28512, -3.29377)  -0.6614
Br (3.04610, 4.26682, -4.61223)  0.8844
C (1.10924, 2.45385, -3.62036)  -0.0585
C (0.52564, 1.71870, -2.60493)  -0.1307
N (0.92204, 1.78073, -1.32984)  -0.0647
H (3.00406, 2.99344, 4.16603)  0.1197
H (1.79427, 1.07104, 3.18166)  0.1164
H (3.04847, 4.77218, 0.26313)  0.1176
H (3.38928, 4.03682, -1.69792)  0.1166
H (0.74720, 2.36910, -4.63406)  0.1223
H (-0.30421, 1.05870, -2.82482)  0.0993
Cl (-1.58352, 2.77134, 0.22416)  0.7089
C (-2.61318, 1.54125, -0.53489)  -0.6712
C (-2.16371, 0.23842, -0.45898)  -0.3954
C (-3.03049, -0.71375, -0.97548)  -0.7043
Cl (-2.60889, -2.40219, -0.81204)  0.6763
C (-4.24803, -0.39054, -1.57556)  -0.6988
Cl (-5.28557, -1.60282, -2.19381)  0.7367
C (-4.62737, 0.95661, -1.66334)  -0.6931
Cl (-6.09992, 1.38925, -2.40916)  0.7510
C (-3.80528, 1.94984, -1.12430)  -0.7078
Cl (-4.25416, 3.59882, -1.18834)  0.7386
Cl (0.34082, -1.57380, -1.95171)  0.6103
C (2.07296, -1.87728, -1.71615)  -0.8400
Cl (2.70041, -0.77748, -0.45360)  0.6192
H (2.60500, -1.67194, -2.63870)  0.0542
H (2.20642, -2.89737, -1.37208)  0.0527

- Among the records above, which one has the highest F_max?
  C25H18AlCl5F6N3O3

- What is the F_max in the fourth record?
  0.555 eV Å⁻¹

- net charge of number 1 (C25H18AlCl5F6N3O3)?
  +1